(1)
Computed, not measured: an isolated ion of composition C7H8N3O2S and charge -1, with wB97M-V/def2-TZVPD.

The calculation puts the relative energy (zero: lowest compared OMol25 entry of this formula, charge and spin) at 95.94 kJ/mol. For the largest force on an atom, the calculation gives 6.2 eV Å⁻¹. The calculation puts the orbital gap (alpha / beta) at 3.64 / 6.35 eV. The LUMO energy (alpha / beta) comes out at 0.119 / 0.035 hartree. The value obtained for the total energy is -26785.157 eV. As for the spin multiplicity: 3. The expectation value of S² is 2.011. The net charge is -1. The calculation puts the HOMO energy (alpha / beta) at -0.4 / -5.4 eV.

Atoms and positions in Å:
1 C -0.6174 1.1966 1.0592
2 C 1.3156 1.7688 2.5546
3 C 1.6146 1.1175 0.1623
4 C 0.5255 -0.5985 -1.1776
5 C -2.0687 -2.0334 -1.3908
6 C -1.2108 -1.3771 -2.4297
7 C 0.6235 0.9920 1.5198
8 N -1.7062 1.4036 0.7622
9 N 1.3688 0.4817 -0.9285
10 N 1.7803 1.2330 3.6004
11 O 0.8683 -1.7354 -0.9538
12 O -0.4987 -0.2605 -2.0061
13 S 2.7773 2.2851 0.2968
14 H 1.2078 2.9188 2.3811
15 H -1.3275 -2.1030 -0.6049
16 H -2.9445 -1.3591 -1.0188
17 H -2.4904 -2.8822 -1.8046
18 H -1.6953 -0.8834 -3.2801
19 H -0.4116 -2.0389 -2.7016
20 H 0.6772 -0.1063 1.7224
21 H 2.2121 1.9806 4.2377

=====

(2)
Computed, not measured: an isolated ion of composition C11H14NO2S and charge -1, with wB97M-V/def2-TZVPD.

For the largest force on an atom, the calculation gives 7.1 eV Å⁻¹. The calculation puts the orbital gap (alpha / beta) at 3.14 / 6.84 eV. The LUMO energy (alpha / beta) comes out at 0.110 / 0.092 hartree. The value obtained for the total energy is -28050.248 eV. As for the spin multiplicity: 3. The expectation value of S² is 2.018. The net charge is -1. The calculation puts the HOMO energy (alpha / beta) at -0.1 / -4.3 eV.

Atoms and positions in Å:
1 C 2.2788 -1.6608 -3.5735
2 C 3.5080 -1.3532 -2.9434
3 C 1.0867 -1.3874 -2.8807
4 C 3.4789 -0.8515 -1.6627
5 C 1.0573 -0.8718 -1.5763
6 C 2.3011 -0.6094 -0.9562
7 C 0.0841 -0.5584 0.5897
8 C -2.3423 -0.1584 1.1279
9 C -0.9379 1.7510 0.9628
10 C -0.6668 0.1232 2.8190
11 C -0.9160 0.2846 1.3193
12 N -0.0260 -0.5987 -0.9026
13 O 2.2433 1.2487 1.0475
14 O 2.6114 -1.1136 1.5742
15 S 1.8556 -0.1596 0.7258
16 H 2.2179 -2.1298 -4.5151
17 H 4.5629 -1.4006 -3.3103
18 H 0.1493 -1.4407 -3.4550
19 H 4.3758 -0.6102 -1.0494
20 H -2.4039 -0.2865 0.0633
21 H -2.6828 -1.1079 1.5985
22 H -3.1604 0.5296 1.4610
23 H -1.8182 2.1899 1.6021
24 H -1.2846 1.9162 -0.0491
25 H 0.0406 2.3284 0.9222
26 H -0.1314 -0.8382 2.9887
27 H -1.6983 -0.0464 3.2443
28 H -0.1824 0.9190 3.3678
29 H -0.9862 -0.7042 -1.1929

=====

(3)
Computed, not measured: a 10-piece molecular cluster, C30H53N10O11 overall, with wB97M-V/def2-TZVPD.

The calculation puts the relative energy (zero: lowest compared OMol25 entry of this formula, charge and spin) at 245.66 kJ/mol. For the largest force on an atom, the calculation gives 13.5 eV Å⁻¹. The calculation puts the orbital gap at 3.63 eV. The LUMO energy comes out at -0.205 hartree. The value obtained for the total energy is -69354.483 eV. As for the spin multiplicity: 1. The net charge is +1. The calculation puts the HOMO energy at -9.2 eV.

Atoms and positions in Å:
1 C -2.4042 -1.3272 0.6271
2 C -1.2718 -1.8307 -0.3335
3 C -1.8053 -2.5186 -1.5667
4 C -0.6883 -2.8457 -2.5665
5 C -0.1204 -1.4221 -3.0369
6 C 0.4997 -0.6778 -1.8549
7 N -0.4267 -0.6525 -0.6812
8 O -0.2880 0.3389 0.0771
9 C 0.9509 0.6594 -2.3564
10 C 1.8722 -1.2576 -1.4510
11 C -0.5040 -2.7153 0.5609
12 H -2.8683 -0.3215 0.5061
13 H -2.0903 -1.0774 1.6358
14 H -3.1289 -2.2758 0.5046
15 H -2.5318 -1.8785 -2.0735
16 H -2.2724 -3.3900 -1.1982
17 H -1.0997 -3.6139 -3.2831
18 H -0.0147 -3.3304 -1.8604
19 H -0.9896 -0.9644 -3.5067
20 H 0.5341 -1.7548 -3.6924
21 H -0.0243 1.2523 -2.6813
22 H 1.4294 0.6947 -3.3584
23 H 1.5365 1.2795 -1.6249
24 H 2.4849 -1.3914 -2.2391
25 H 1.9568 -2.4745 -1.3235
26 H 2.0544 -0.7292 -0.5438
27 H -1.1335 -3.5311 1.2386
28 H 0.1400 -2.1077 1.1374
29 H 0.1276 -3.3572 0.0259
30 N 5.5605 -1.0283 2.7357
31 C 5.0933 -2.0467 3.6513
32 C 4.4661 -3.0465 2.6538
33 C 4.6157 -2.4832 1.1862
34 C 5.3229 -1.1934 1.3678
35 H 6.1727 -0.3128 3.2421
36 H 5.2478 -1.8521 4.6695
37 H 3.8648 -3.9447 3.0367
38 H 4.0936 -3.0121 0.3955
39 H 5.8515 -0.6532 0.6854
40 N -0.0257 6.1938 -2.4323
41 C -1.2476 6.3546 -1.9104
42 C -1.7097 5.0833 -1.2739
43 C -0.6223 4.0926 -1.4749
44 C 0.4677 4.8401 -2.2906
45 H 0.6124 6.8107 -2.9041
46 H -1.4453 7.4058 -2.0827
47 H -2.6245 4.9208 -0.6706
48 H -0.5218 3.0906 -1.1971
49 H 1.5107 4.4029 -2.7540
50 N -3.2882 1.5666 2.9528
51 C -2.0954 1.1453 3.5050
52 C -2.3051 -0.2810 4.1126
53 C -3.6596 -0.6132 3.7104
54 C -4.2477 0.5598 2.9955
55 H -3.3022 2.5835 2.6007
56 H -1.3741 1.9005 3.3878
57 H -1.6324 -0.6760 4.6433
58 H -4.1436 -1.4850 3.8680
59 H -5.3162 0.7005 2.6756
60 N 6.7578 2.1406 -3.4161
61 C 6.9145 0.7651 -3.1478
62 C 5.7646 0.4028 -2.1593
63 C 5.0040 1.6070 -1.8922
64 C 5.6567 2.7206 -2.9086
65 H 7.2951 2.7533 -4.0777
66 H 7.6353 0.0510 -3.5935
67 H 5.7953 -0.4885 -1.6585
68 H 4.3007 1.8861 -1.1273
69 H 5.3560 3.7696 -2.9696
70 C -7.2993 -3.7571 -0.1987
71 N -6.0801 -3.0806 0.3125
72 O -5.8486 -3.2461 1.5225
73 O -5.3092 -2.7633 -0.5551
74 H -7.6586 -3.0120 -0.8667
75 H -7.9814 -4.1574 0.6544
76 H -7.1132 -4.7251 -0.5253
77 C -4.7445 -5.0689 3.6601
78 N -3.6632 -5.3543 2.7784
79 O -2.7570 -4.3732 2.7083
80 O -3.4680 -6.4688 2.3414
81 H -4.6364 -5.4776 4.5668
82 H -5.6212 -5.2835 3.0462
83 H -4.8841 -3.9168 3.7912
84 C -2.5691 3.6796 -4.7223
85 N -2.7590 2.2209 -4.1527
86 O -1.9010 1.3748 -4.3469
87 O -3.8135 1.9765 -3.5764
88 H -2.7458 3.6777 -5.8177
89 H -1.5228 3.7989 -4.7495
90 H -3.0843 4.2884 -3.9362
91 C 2.1920 -0.2749 2.9896
92 N 2.3690 0.5392 4.0564
93 O 1.9449 0.2491 5.1956
94 O 2.5088 1.7904 3.9442
95 H 2.4408 -1.2911 3.1877
96 H 2.8443 0.1702 2.3198
97 H 1.2116 -0.1770 2.7137
98 C 1.8342 4.1865 1.2066
99 N 2.9297 3.4474 0.5631
100 O 3.6136 4.1054 -0.2501
101 O 2.9701 2.2020 0.7296
102 H 2.1748 4.4313 2.1605
103 H 1.1013 3.7429 1.4033
104 H 1.6024 5.1359 0.6300